Entry from OMol25: a molecular structure, C40H47F5N7O4RuS (the ωB97M-V functional and the def2-TZVPD basis).

Structure (XYZ):
```
105
Properties=species:S:1:pos:R:3:forces:R:3:mulliken_charge:R:1
Ru -0.292 -0.950 1.048 -1.4760 -0.1839 2.3150 -0.084
C -3.640 -4.111 -0.066 -0.1695 -0.0252 -0.0972 -1.873
C -2.605 -3.938 -1.132 0.4040 0.4422 0.1398 1.340
C -2.442 -4.924 -2.084 0.1358 -0.0966 -0.2627 -0.852
C -1.427 -4.863 -3.024 -0.0478 -0.0834 0.0911 -0.922
C -0.529 -3.809 -2.988 -0.0739 -0.1141 -0.0022 -0.769
C -0.671 -2.783 -2.071 -0.5925 0.0672 0.3517 0.558
C 0.280 -1.632 -2.084 -0.0502 0.1425 0.0247 -0.793
C -1.755 -2.801 -1.160 0.1569 -1.5020 -1.5341 -0.216
N -1.966 -1.785 -0.279 1.9157 1.2352 1.8586 1.694
C -3.218 -1.339 -0.031 -0.2140 0.5855 -0.6141 -1.501
O -4.145 -1.336 -0.827 0.0736 -0.0844 0.5008 -0.693
C -3.397 -0.829 1.371 -0.5397 0.0716 -0.0402 1.150
C -4.602 -0.325 1.848 0.2305 -0.1378 -0.0365 -0.672
C -4.672 0.067 3.177 0.1718 -0.0162 -0.0695 -0.668
C -3.556 -0.070 3.989 0.2985 -0.2395 -0.1150 -0.718
C -2.386 -0.570 3.428 -0.0667 0.0139 0.5063 0.449
N -2.338 -0.947 2.160 1.3640 1.0097 -1.2563 0.683
C -1.100 -0.767 4.198 -0.0145 0.2421 0.1668 -0.897
O -1.063 -0.736 5.422 -0.1852 0.0012 -0.1251 -0.748
N -0.068 -0.988 3.383 0.1121 0.2190 -2.8067 0.965
C 1.189 -1.371 3.821 1.1294 -0.4053 0.7018 -2.108
C 1.497 -2.750 3.858 -0.2096 0.4108 -0.0969 1.969
C 0.407 -3.744 3.608 -0.1519 0.0665 -0.1131 -1.485
C 2.791 -3.149 4.142 0.1432 -0.0276 0.0151 -0.914
C 3.784 -2.219 4.417 -0.0187 0.0126 0.0326 -0.904
C 3.469 -0.871 4.444 0.1181 -0.1489 -0.0359 -0.674
C 2.184 -0.430 4.153 -0.4470 -0.0844 -0.1376 1.896
C 1.864 1.032 4.226 -0.0682 -0.0086 0.0059 -1.751
H -3.861 -5.166 0.083 0.0326 -0.0299 0.0155 0.518
H -4.564 -3.600 -0.343 -0.0446 -0.0116 0.0936 0.365
H -3.293 -3.689 0.878 -0.0427 -0.0364 0.0858 0.150
H -3.126 -5.760 -2.083 -0.0391 -0.1505 0.0155 0.446
H -1.325 -5.655 -3.752 0.0554 -0.0178 -0.0827 0.412
H 0.288 -3.779 -3.697 0.0898 0.0432 -0.0319 0.474
H 1.252 -1.930 -2.471 0.2247 -0.0929 0.1142 0.785
H 0.390 -1.199 -1.070 0.2106 -0.0157 -0.6747 -0.591
H -0.119 -0.845 -2.725 0.0975 0.0843 0.1415 0.543
H -5.445 -0.239 1.179 0.0519 -0.0538 -0.1078 0.574
H -5.587 0.486 3.573 -0.0189 -0.0257 0.0156 0.441
H -3.560 0.200 5.034 0.0562 0.0030 0.0578 0.575
H -0.183 -3.865 4.518 -0.0971 -0.0311 -0.0270 0.433
H 0.812 -4.715 3.325 -0.0215 -0.0435 -0.0056 0.428
H -0.255 -3.386 2.811 0.0832 -0.2642 0.2583 -0.001
H 3.018 -4.207 4.168 0.0338 -0.0904 -0.0184 0.510
H 4.791 -2.545 4.634 0.0681 -0.0301 0.0404 0.432
H 4.227 -0.145 4.707 0.0403 0.0500 -0.0356 0.461
H 2.717 1.627 3.897 -0.0315 0.0718 0.0017 0.498
H 1.644 1.295 5.263 -0.0675 0.0909 -0.0118 0.475
H 0.990 1.272 3.620 0.0567 0.0583 0.0754 -0.013
C 3.420 -5.247 -0.060 0.2759 -0.0773 -0.0915 -0.938
O 2.069 -4.905 0.198 -0.3258 0.0753 0.1489 -0.402
C 1.707 -3.650 0.474 -0.1669 0.2343 -0.0223 0.403
O 0.535 -3.361 0.551 -0.2776 -0.0461 0.2371 -0.184
N 2.706 -2.729 0.608 0.3109 0.0793 0.0123 -0.500
N 2.328 -1.412 0.916 -0.5330 0.3346 -0.2908 -0.136
H 3.394 -6.280 -0.405 0.0591 0.1116 0.0450 0.297
H 4.029 -5.189 0.846 -0.0203 -0.0197 0.0297 0.321
H 3.851 -4.615 -0.838 -0.0432 -0.0200 -0.0098 0.361
H 3.640 -3.026 0.863 -0.2526 0.1395 -0.0109 0.303
H 2.807 -0.763 0.293 -0.1968 -0.2368 0.2051 0.329
H 2.535 -1.169 1.889 0.0263 -0.1958 -0.1397 0.100
C 2.848 0.669 -3.865 0.2290 0.1992 -0.0485 -0.629
C 3.391 2.092 -3.928 -0.2115 0.0227 -0.0808 -0.624
C 2.311 3.173 -3.834 0.2560 0.0498 0.1457 -1.274
C 1.619 3.302 -2.467 0.1017 0.2879 -0.1701 0.213
N 0.481 2.411 -2.400 0.4251 0.0951 -0.1021 0.966
C -0.757 2.500 -1.902 -0.7262 -0.8630 -0.0559 -0.529
S -1.679 1.089 -1.913 -0.3781 -0.0461 -0.0051 -0.454
N -1.350 3.591 -1.385 -0.1230 0.4215 0.2598 0.415
C -1.111 4.997 -1.632 0.4857 0.1987 -0.3851 -1.271
C -1.246 5.389 -3.111 -0.2312 0.1390 0.2297 -0.007
C -2.702 5.501 -3.575 0.0991 -0.1680 -0.1385 -0.699
C -3.357 4.168 -3.932 -0.0584 0.1969 0.0806 -1.000
H 3.631 -0.037 -4.132 -0.0026 -0.1614 0.0817 0.450
H 2.032 0.542 -4.575 -0.1526 -0.0859 -0.0345 0.325
H 2.495 0.428 -2.865 -0.0907 -0.1559 0.1234 -0.189
H 3.919 2.220 -4.876 0.0110 0.0455 0.0532 0.403
H 4.124 2.239 -3.132 0.0798 0.0528 0.0194 0.278
H 1.546 2.973 -4.587 -0.0371 0.1488 -0.0742 0.331
H 2.780 4.128 -4.074 -0.0691 0.0762 -0.0281 0.426
H 1.291 4.329 -2.319 0.0321 -0.0762 0.0268 0.272
H 2.333 3.055 -1.672 -0.0216 0.1157 0.0484 0.057
H 0.690 1.467 -2.693 -0.2351 0.0702 0.0395 -0.654
H -2.299 3.374 -1.109 0.1885 -0.1426 -0.0373 0.482
H -0.125 5.275 -1.250 -0.0696 0.0772 0.0464 0.198
H -1.853 5.550 -1.052 0.1241 -0.0468 0.0805 0.662
H -0.726 4.655 -3.727 0.1603 -0.0143 -0.0923 -0.020
H -0.755 6.354 -3.251 0.0789 -0.0057 0.0060 0.446
H -2.740 6.150 -4.452 -0.0249 0.0350 0.0320 0.332
H -3.278 5.993 -2.791 -0.0749 0.1333 0.0277 0.316
H -2.839 3.700 -4.769 0.0219 -0.0891 -0.0138 0.271
H -4.395 4.330 -4.220 -0.0297 -0.0428 -0.0694 0.405
H -3.354 3.467 -3.100 0.0260 -0.1154 -0.0131 0.179
F -1.988 1.576 1.356 0.4200 0.5258 0.1665 -0.311
C -0.731 2.079 1.332 -0.1570 -0.2048 -0.1780 0.371
C 0.321 1.253 0.929 -1.2230 -0.6657 1.1957 0.620
C 1.542 1.923 0.905 -0.2394 -0.6064 -0.4317 0.481
F 2.656 1.271 0.460 0.0631 0.1258 0.2002 -0.666
C 1.734 3.256 1.254 0.0606 0.0101 -0.0247 0.289
F 2.967 3.799 1.210 -0.4070 -0.1414 -0.0493 -0.438
C 0.647 4.020 1.654 -0.0352 -0.0290 -0.0236 0.688
F 0.787 5.317 1.968 -0.0026 -0.4492 -0.1050 -0.405
C -0.605 3.418 1.680 -0.0409 0.0002 -0.0087 0.395
F -1.683 4.146 2.015 0.2568 -0.1662 -0.0931 -0.434
```
Positions in Å, forces in eV/Å.

<S²>	0.789
frontier orbital gap (spin up / spin down)	5.975 / 5.931	eV
LUMO level (spin up / spin down)	-0.0490 / -0.0501	hartree
spin multiplicity	2
F_max	0.0572	Eh/bohr
total charge	0



Entry from OMol25: 9 unconnected molecules or ions with the total composition C40H47F6N5O4 (the ωB97M-V functional and the def2-TZVPD basis).

Structure (XYZ):
```
102
Properties=species:S:1:pos:R:3:forces:R:3:mulliken_charge:R:1
N 6.771 3.366 -1.356 -0.5895 0.2753 1.1239 0.003
C 5.771 3.070 -0.446 2.1923 -0.9836 1.3801 -0.488
C 4.556 3.217 -1.015 -0.5492 -0.2361 0.5493 -0.398
C 4.798 3.687 -2.290 0.9710 0.8132 -2.2787 -0.364
C 6.180 3.824 -2.467 -1.2216 -0.1909 -1.2052 -0.471
H 7.767 3.368 -1.187 -0.3806 -0.0056 0.1473 0.204
H 6.115 2.704 0.511 -0.4351 0.0030 0.1022 0.380
H 3.583 2.986 -0.609 0.2169 0.0518 0.1841 0.404
H 4.056 3.842 -3.060 0.0852 0.2235 0.0501 0.367
H 6.786 4.124 -3.309 -0.2891 0.0343 -0.0524 0.364
N -7.241 2.234 4.296 -0.0663 -1.7388 0.7329 -0.002
C -7.260 3.474 3.798 0.5804 1.6231 0.0162 -0.380
C -6.661 4.333 4.726 -1.0220 -1.0609 0.2614 -0.479
C -6.403 3.541 5.893 -0.0282 -1.6582 -0.9499 -0.357
C -6.710 2.189 5.561 -0.0016 2.5142 0.2827 -0.455
H -7.632 1.407 3.868 0.0980 0.3593 -0.1441 0.205
H -7.730 3.689 2.850 0.2349 -0.0308 0.0150 0.365
H -6.560 5.403 4.622 0.0161 -0.1318 0.0166 0.377
H -6.055 3.886 6.856 0.1788 -0.0550 -0.1661 0.371
H -6.661 1.268 6.123 0.0173 0.1796 -0.0675 0.354
N -2.723 2.737 -6.857 -0.6347 1.3387 0.6328 0.006
C -2.841 3.142 -5.537 0.7161 -0.4087 0.1968 -0.546
C -3.838 4.100 -5.418 0.9278 -1.0242 0.3389 -0.256
C -4.377 4.277 -6.674 1.2927 -0.7643 -3.1134 -0.407
C -3.595 3.468 -7.608 -1.8985 1.0585 1.6484 -0.485
H -2.028 2.133 -7.271 -0.1125 0.0988 0.4620 0.220
H -2.138 2.748 -4.818 -0.2073 0.0330 0.0846 0.375
H -4.154 4.660 -4.549 0.2025 -0.3382 0.1352 0.375
H -5.140 5.017 -6.867 0.0050 -0.2453 -0.4910 0.357
H -3.623 3.300 -8.675 -0.2915 0.2366 0.1043 0.361
N 8.213 0.237 6.812 -1.7896 0.5835 0.0487 -0.012
C 6.976 -0.209 6.352 0.9335 -0.4376 0.0977 -0.484
C 7.224 -1.366 5.628 -0.4867 0.4002 0.1376 -0.367
C 8.615 -1.648 5.702 0.0132 0.8686 -0.4389 -0.441
C 9.167 -0.592 6.378 1.5698 -0.5656 -0.0907 -0.332
H 8.337 1.072 7.367 0.1063 -0.3011 -0.1898 0.196
H 6.070 0.288 6.667 0.0616 -0.0690 -0.2742 0.361
H 6.494 -1.864 5.007 -0.0379 -0.2393 0.3560 0.365
H 9.214 -2.389 5.193 -0.3253 -0.0890 0.0160 0.360
H 10.211 -0.330 6.460 -0.0449 -0.1486 0.3338 0.354
N -5.547 -2.642 -8.418 -0.3012 -0.7689 -0.6816 0.007
C -5.373 -3.096 -9.695 0.8239 0.2162 -0.4274 -0.438
C -4.896 -4.397 -9.655 -0.5177 0.5244 0.1313 -0.356
C -4.902 -4.813 -8.297 -0.5356 1.9834 0.4304 -0.342
C -5.331 -3.676 -7.560 0.3286 -1.3501 0.0804 -0.537
H -5.780 -1.684 -8.199 -0.1232 -0.4316 0.1776 0.210
H -5.538 -2.400 -10.504 0.1845 -0.2381 -0.1265 0.360
H -4.588 -4.995 -10.500 -0.1621 0.0979 0.0107 0.370
H -4.611 -5.798 -7.963 -0.1748 0.2261 0.3083 0.371
H -5.655 -3.540 -6.539 0.4784 -0.2460 0.1025 0.354
C -1.177 10.046 5.183 -0.2478 -0.7840 -1.1171 -0.421
C -1.321 8.729 4.725 0.4987 1.0565 0.2228 -0.224
C -1.555 8.498 3.381 -1.2962 -0.4447 -0.0034 -0.451
C -1.786 9.529 2.463 0.7975 -0.4183 0.5887 -0.256
C -1.612 10.828 2.900 -0.6871 0.1656 0.6703 -0.442
C -1.392 11.069 4.258 0.5569 0.1514 0.5889 -0.238
H -0.884 10.162 6.216 -0.2850 0.5712 0.0606 0.352
H -1.249 7.953 5.473 0.0826 -0.3886 -0.2947 0.343
H -1.800 7.485 3.099 0.2913 -0.1785 -0.2724 0.317
H -2.070 9.275 1.452 0.0871 0.1415 -0.1045 0.357
H -1.778 11.689 2.269 0.0069 -0.0668 -0.2350 0.339
H -1.386 12.086 4.620 0.1916 0.1923 -0.1032 0.325
C -1.425 -0.137 1.295 -0.5142 -0.4129 -0.5606 -0.256
C -2.273 -0.687 0.325 0.3756 -0.4178 -0.2606 -0.429
C -1.882 -1.815 -0.392 -0.2394 0.2875 -0.5175 -0.185
C -0.674 -2.477 -0.169 -1.9687 0.6214 -0.1005 -0.541
C 0.064 -1.973 0.853 1.7848 0.0295 1.0284 -0.271
C -0.236 -0.791 1.550 -0.2709 -0.4364 -0.1630 -0.531
H -1.723 0.750 1.833 0.0848 0.0653 0.0649 0.384
H -3.241 -0.277 0.079 -0.0041 0.3050 0.1696 0.361
H -2.521 -2.157 -1.192 -0.2167 -0.1072 -0.0073 0.340
H -0.469 -3.378 -0.727 0.3856 0.0100 0.1327 0.392
H 0.935 -2.551 1.124 0.3739 0.2445 0.2167 0.342
H 0.410 -0.403 2.324 0.2060 -0.1917 -0.0025 0.397
C -3.162 -7.860 2.138 0.1294 1.0495 -0.4070 -1.017
C -2.280 -8.035 3.347 0.3625 -2.0633 0.0907 -0.316
O -2.780 -7.264 4.496 0.9737 0.7386 0.6848 -0.247
C -1.924 -6.534 5.270 5.0307 -0.9758 -2.3291 0.464
O -0.660 -6.427 5.027 -6.1629 -0.2158 1.4785 -0.569
C -2.582 -5.944 6.590 0.7602 0.4812 -2.2957 0.817
F -3.885 -5.960 6.552 -1.3963 0.0434 -0.3140 -0.238
F -2.213 -6.678 7.595 0.8498 -0.5277 1.2830 -0.230
F -2.189 -4.669 6.731 0.1624 -0.4237 0.2307 -0.241
H -2.775 -8.203 1.178 0.8359 -0.0745 0.2794 0.351
H -3.278 -6.781 2.028 -0.8288 -0.0538 -0.2709 0.294
H -4.070 -8.459 2.210 -0.3422 0.6944 0.4430 0.274
H -1.198 -8.052 3.215 -0.0772 1.3862 -0.0273 0.398
H -2.401 -9.101 3.539 -0.2935 -0.0507 1.1494 0.259
C 6.806 -3.392 -2.163 -0.4395 0.2621 -0.6051 -1.020
C 5.858 -2.967 -3.300 1.8287 0.5888 0.3432 -0.258
O 5.396 -4.108 -4.008 -0.4662 -1.7063 -1.6298 -0.283
C 6.085 -4.636 -5.070 2.6281 3.6497 0.7190 0.374
O 7.166 -4.179 -5.484 -3.3045 -1.6605 1.0718 -0.542
C 5.411 -5.855 -5.721 0.9179 1.1691 0.1397 0.861
F 6.241 -6.865 -5.379 -1.0057 -0.3076 -0.6059 -0.234
F 4.168 -6.044 -5.350 -0.3460 -0.6957 0.8233 -0.228
F 5.355 -5.665 -7.038 0.6508 -0.4594 -0.1849 -0.240
H 7.283 -2.511 -1.733 -0.2049 0.0727 0.1171 0.345
H 7.611 -3.961 -2.628 -0.0747 -0.3004 0.2532 0.302
H 6.273 -3.946 -1.390 0.2284 -0.1071 -0.0484 0.284
H 6.461 -2.345 -3.961 -0.1911 0.0073 -0.2866 0.308
H 5.017 -2.363 -2.958 -0.2263 -0.5008 -0.1013 0.329
```
Positions in Å, forces in eV/Å.

frontier orbital gap	8.462	eV
SMILES string	CCOC(=O)C(F)(F)F.CCOC(=O)C(F)(F)F.c1cc[nH]c1.c1cc[nH]c1.c1cc[nH]c1.c1cc[nH]c1.c1cc[nH]c1.c1ccccc1.c1ccccc1
LUMO level	0.0150	hartree
energy relative to the best compared isomer or geometry (same formula, charge and spin)	16.7	kcal per mole
F_max	0.1233	Eh/bohr
total charge	0